A single C17H20F2N2OS molecule at a distorted geometry. Source: OMol25; level of theory: ωB97M-V with the def2-TZVPD basis set.

Element x y z (Å)
1 C 0.69327 3.02734 -2.35068
2 N 0.53361 1.63736 -2.00445
3 C 1.56093 0.71998 -2.60855
4 C 0.30736 1.49676 -0.51978
5 C 0.01344 0.12331 -0.10569
6 C -1.34777 -0.15179 0.10403
7 C -1.76815 -1.43227 0.54845
8 O -3.16720 -1.74558 0.52211
9 C -3.60871 -3.04130 1.08995
10 C -5.16087 -3.04304 1.34721
11 F -5.31070 -2.05820 2.32365
12 C -0.69873 -2.40300 0.81121
13 C 0.67994 -2.05345 0.70922
14 C 1.05931 -0.84772 0.24545
15 S 2.74265 -0.52917 0.09656
16 C 3.32721 0.03048 1.73754
17 C 4.51117 0.74963 1.77517
18 C 4.98440 1.39971 2.89590
19 C 4.41094 1.22106 4.15389
20 F 4.87925 2.02140 5.16456
21 C 3.24807 0.43349 4.22330
22 C 2.75080 -0.00400 2.99470
23 N 1.65628 -0.80425 3.22491
24 H 1.37490 3.45734 -1.67430
25 H -0.24098 3.71455 -2.27760
26 H 1.04751 3.14247 -3.36109
27 H 2.41180 1.20081 -2.17537
28 H 1.46083 0.62038 -3.73101
29 H 1.45841 -0.31259 -2.17981
30 H -0.51921 2.22983 -0.29898
31 H 1.21614 1.81884 0.02705
32 H -1.99047 0.59844 -0.18153
33 H -3.06727 -3.22607 1.90721
34 H -3.42796 -3.87840 0.43721
35 H -5.43425 -3.97766 1.80444
36 H -5.64344 -2.97789 0.33771
37 H -0.91548 -3.47003 0.95247
38 H 1.55492 -2.65328 0.92661
39 H 4.95349 1.09677 0.84522
40 H 5.88894 2.02719 2.83548
41 H 2.76736 0.20760 5.15887
42 H 1.14668 -0.95833 2.35991
43 H 1.16424 -0.83706 4.09180

Results
Largest force on an atom ... 4.2 eV/Å
Structure (SMILES) ... CN(C)Cc1cc(OCCF)ccc1Sc1ccc(F)cc1N
Gap between HOMO and LUMO ... 8.265 eV
E_LUMO ... 0.556 eV
Total charge ... 0
ΔE to the lowest compared entry with this formula, charge and spin ... 253.6 kJ/mol

Atomic partial charges in e from the Löwdin method, atoms 1 to 2: -0.133, -0.263

2 unconnected molecules or ions with the total composition C17H20F2NO2 at a distorted geometry. Source: OMol25; level of theory: ωB97M-V with the def2-TZVPD basis set.

Element x y z (Å)
1 F 1.38591 -4.65214 -2.95032
2 C 1.31820 -3.46390 -2.27090
3 C 2.43307 -3.05333 -1.54076
4 C 2.34861 -1.85852 -0.83888
5 C 1.16994 -1.06101 -0.87060
6 C 1.09961 0.19533 -0.17103
7 C 0.64354 1.40027 -0.77016
8 C 0.86537 2.62710 -0.07431
9 C 0.35211 3.82782 -0.53540
10 C -0.39906 3.80758 -1.71006
11 F -1.03689 4.95671 -2.09747
12 C -0.57829 2.66131 -2.48078
13 C -0.00881 1.47616 -2.03612
14 C 0.05835 -1.55215 -1.60262
15 C 0.12870 -2.74174 -2.31561
16 H 3.33755 -3.65687 -1.52141
17 H 3.20349 -1.49099 -0.26527
18 H 1.72875 0.31198 0.71097
19 H 1.44991 2.58768 0.84789
20 H 0.50738 4.75432 0.01342
21 H -1.14400 2.69588 -3.41096
22 H -0.06342 0.58695 -2.66238
23 H -0.86972 -0.97544 -1.57670
24 H -0.72513 -3.10008 -2.88655
25 O -2.32170 0.65157 -0.15066
26 C -2.35717 1.55194 0.96079
27 C -1.84354 0.79146 2.15096
28 N -0.66391 0.01171 1.79441
29 C -0.25499 -0.79089 2.94220
30 C 0.77036 -1.79388 2.50213
31 O 0.11228 -2.55533 1.48000
32 H -2.69735 1.10382 -0.92266
33 H -1.72576 2.43150 0.78752
34 H -3.39807 1.83731 1.16935
35 H -1.58376 1.46828 2.97529
36 H -2.64861 0.11574 2.49230
37 H -0.94245 -0.62235 1.04521
38 H 0.14042 -0.11494 3.71120
39 H -1.12458 -1.33396 3.35780
40 H 1.65620 -1.27729 2.10966
41 H 1.01195 -2.43972 3.35780
42 H 0.66548 -3.31791 1.25273

Results
Largest force on an atom ... 1.8 eV/Å
Gap between HOMO and LUMO ... 6.769 eV
E_LUMO ... -5.550 eV
Total charge ... +1
ΔE to the lowest compared entry with this formula, charge and spin ... 130.6 kJ/mol

Atomic partial charges in e from the Löwdin method, atoms 1 to 2: 0.076, -0.210

A molecular structure, C17H20F3O3Ru at a distorted geometry. Source: OMol25; level of theory: ωB97M-V with the def2-TZVPD basis set.

Element x y z (Å)
1 Ru 0.21846 0.80618 1.37408
2 C 2.11509 0.82816 2.47682
3 C 2.38723 -0.06623 1.39012
4 C 2.14635 0.61538 0.15689
5 H 2.69283 -1.09748 1.48633
6 C 1.71316 1.95061 0.47207
7 C 1.70911 2.09902 1.91912
8 H 1.50904 2.99385 2.48286
9 H 2.15656 0.58743 3.53422
10 H 2.26226 0.20828 -0.83982
11 H 1.50207 2.73263 -0.26043
12 C -1.93633 0.41814 1.96800
13 C -1.39386 1.69934 2.36264
14 C -1.04017 2.41085 1.14959
15 H -1.32143 2.07852 3.38191
16 C -1.33529 1.55356 0.02608
17 C -1.89403 0.33440 0.53910
18 H -2.20478 -0.51395 -0.04979
19 H -2.25973 -0.35527 2.65090
20 H -0.70123 3.43882 1.09535
21 H -1.19257 1.80178 -1.02895
22 O 0.07532 -1.93162 0.44444
23 C -0.28686 0.26021 -4.03935
24 C 0.30242 -0.94458 -3.90142
25 C 0.51538 1.53214 -4.04861
26 C -1.77870 0.36355 -4.22708
27 C 0.35882 -2.12879 -0.73361
28 H 1.39053 -1.03194 -3.80388
29 H -0.29024 -1.85279 -3.86122
30 H -0.33604 -2.69952 -1.40039
31 H 1.34356 -1.82353 -1.15744
32 H 0.36627 2.08325 -4.98095
33 H 1.57454 1.31552 -3.92421
34 H 0.20883 2.19824 -3.22067
35 H -2.03924 0.22577 -5.28811
36 H -2.15554 1.33819 -3.88779
37 H -2.29173 -0.41623 -3.63550
38 F -0.68757 -4.04218 4.89793
39 C -0.40325 -3.62323 3.63659
40 F 0.64066 -4.35059 3.16262
41 F -1.49324 -3.88810 2.85093
42 C -0.10827 -2.04146 3.61235
43 O -0.93593 -1.37913 4.25589
44 O 0.89755 -1.68723 2.96235

Results
Largest force on an atom ... 6.0 eV/Å
Gap between HOMO and LUMO (alpha / beta) ... 4.045 / 5.421 eV
E_LUMO (alpha / beta) ... 2.789 / 1.235 eV
Total charge ... -1
Spin multiplicity ... 5
ΔE to the lowest compared entry with this formula, charge and spin ... 126.4 kJ/mol
⟨S²⟩ ... 6.030

Atomic partial charges in e from the Löwdin method, atoms 1 to 2: 1.311, -0.168

A molecular structure, C17H20MoN5O6S3Te. Source: OMol25; level of theory: ωB97M-V with the def2-TZVPD basis set.

Element x y z (Å)
1 Mo 2.19638 0.62355 -0.57980
2 C 0.20891 0.47349 3.74054
3 C 0.95310 0.90221 2.49778
4 S 1.33952 -0.37762 1.35388
5 C 1.32773 2.16408 2.23070
6 C 0.99213 3.33138 3.11832
7 S 2.22773 2.56951 0.78834
8 H 0.15894 -0.61441 3.78956
9 H -0.81876 0.84971 3.76357
10 H 0.71090 0.82313 4.64569
11 H 0.63759 3.00952 4.09775
12 H 0.20806 3.93807 2.65530
13 H 1.86409 3.97337 3.25314
14 C 0.90205 -4.18966 -3.48437
15 O 1.26810 -3.69802 -2.19386
16 C 1.66221 -2.42239 -2.05427
17 O 1.79435 -1.95890 -0.94482
18 N 1.96984 -1.72667 -3.18569
19 N 2.11412 -0.35387 -2.96969
20 H 0.58459 -5.21514 -3.32438
21 H 1.75721 -4.18092 -4.16393
22 H 0.06397 -3.61297 -3.88341
23 H 1.51986 -2.00357 -4.04235
24 H 1.32836 0.18454 -3.31596
25 H 3.01020 -0.02393 -3.30514
26 S -1.43948 -1.50921 -2.63568
27 C -1.46930 -2.66154 -1.42303
28 N -0.91707 -2.37268 -0.20173
29 C -0.86492 -3.22992 0.82090
30 C -1.40419 -4.47282 0.67456
31 C -1.96274 -4.74643 -0.58326
32 N -2.00242 -3.90535 -1.58689
33 H -0.46054 -1.47107 -0.07326
34 H -0.37099 -2.86081 1.70899
35 H -1.38626 -5.20008 1.46993
36 H -2.39873 -5.72343 -0.77570
37 Te 4.68426 0.43968 -0.97881
38 O 0.42392 3.66863 -2.71372
39 C 0.34401 2.81004 -1.85814
40 O 1.00745 1.68983 -1.87540
41 C -0.58392 3.01530 -0.68253
42 C -0.95716 4.30758 -0.33781
43 C -1.73994 4.54120 0.78458
44 C -2.17081 3.48404 1.56788
45 C -1.82932 2.19966 1.17787
46 C -1.05072 1.94679 0.06516
47 N -2.28622 1.07122 1.99677
48 O -2.80464 1.32163 3.07298
49 O -2.18283 -0.04938 1.53706
50 H -0.59360 5.12133 -0.95057
51 H -2.00589 5.55335 1.06033
52 H -2.76471 3.63324 2.45730
53 H -0.79441 0.93474 -0.20467

Results
Largest force on an atom ... 0.8 eV/Å
Gap between HOMO and LUMO (alpha / beta) ... 5.357 / 5.663 eV
E_LUMO (alpha / beta) ... 1.871 / 1.866 eV
Total charge ... -1
Spin multiplicity ... 3
ΔE to the lowest compared entry with this formula, charge and spin ... 0.0 kJ/mol
⟨S²⟩ ... 2.044

Atomic partial charges in e from the Löwdin method, atoms 1 to 2: 0.571, -0.128